Computed, not measured: C10H23O6P2RuS2 as an isolated structure, with wB97M-V/def2-TZVPD.

Its expectation value of S² is 0.757. The value obtained for the LUMO energy (alpha / beta) is 0.214 / -1.432 eV. The molecular weight is 466.44 Da. The gap between HOMO and LUMO (alpha / beta) is 8.875 / 7.402 eV. Its relative energy (zero: lowest compared OMol25 entry of this formula, charge and spin) is 0.0000 eV. The spin multiplicity is 2. For the HOMO energy (alpha / beta), the calculation gives -8.7 / -8.8 eV.

```
44
C10H23O6P2RuS2, DFT wB97M-V/def2-TZVPD
Ru -0.068 -0.464 -0.439
S 0.446 -2.898 -1.787
S -0.232 -1.080 -2.610
P -2.282 -0.382 0.105
P -0.326 1.751 -0.773
O 1.626 -0.573 3.237
O 1.898 -2.792 -1.742
O 0.239 -0.150 1.548
O -0.088 -4.030 -2.475
O -0.147 -2.687 -0.405
O 2.095 -0.508 -0.321
C -2.738 -1.632 1.319
C 2.555 -0.724 1.054
C -2.535 1.253 0.871
C 0.939 2.821 -0.034
C -0.422 2.320 -2.493
C -1.917 2.331 -0.024
C 3.642 0.302 1.327
C 3.065 -2.147 1.201
C 1.395 -0.495 2.052
C -3.492 -0.525 -1.234
H -2.011 1.204 1.828
H 3.259 1.316 1.211
H 4.002 0.183 2.348
H 3.911 -2.318 0.533
H 0.540 2.155 -2.978
H -3.326 -1.477 -1.738
H -2.639 -2.608 0.843
H -1.721 3.243 0.543
H -3.594 1.436 1.065
H 2.282 -2.868 0.960
H -3.757 -1.488 1.679
H -1.175 1.747 -3.034
H 2.264 -1.336 -0.841
H 4.469 0.157 0.631
H -0.673 3.381 -2.532
H -3.333 0.269 -1.965
H 3.380 -2.299 2.231
H -2.598 2.605 -0.834
H -2.033 -1.579 2.148
H 0.765 3.875 -0.253
H -4.512 -0.477 -0.853
H 1.916 2.525 -0.415
H 0.929 2.663 1.046
```

Atom charges from the Löwdin analysis, given in e for atoms 1 to 6:
1. Ru 0.684
2. S 0.174
3. S 0.384
4. P 0.748
5. P 0.732
6. O 0.089